Molecular formula: C4H6N2
Method: DFT, ωB97M-V/def2-TZVPD

Last column: Mulliken charge in e.
Atoms and positions in Å:
C -2.082 -0.001 0.364  -0.69
N -0.734 -0.247 -0.094  -0.38
C 0.099 0.703 -0.077  0.13
N 1.383 0.563 -0.661  -0.44
C 1.780 -0.869 -0.787  -0.12
C 2.405 -0.214 0.110  -0.31
H -2.779 -0.238 -0.447  0.23
H -2.314 -0.676 1.194  0.24
H -2.265 1.036 0.689  0.29
H -0.119 1.719 0.284  0.32
H 1.507 -1.707 -1.403  0.38
H 3.149 -0.015 0.862  0.35

Calculated values
highest occupied orbital energy = -8.6 eV
E = -7221.2269 eV
SMILES = C/N=C/N1C=C1
energy relative to the best compared isomer or geometry (same formula, charge and spin) = 421.1 kJ/mol